Density functional theory data (wB97M-V/def2-TZVPD) for a cluster of 2 separate species, C54H67N2O2 in total.

Values from the calculation:
DFT total energy (Ha): -2357.53128
HOMO (eV): -8.6
Energy relative to the best compared isomer or geometry (same formula, charge and spin) (kJ/mol): 0.0
Total charge: +1
Orbital gap (eV): 3.63
Lowest unoccupied orbital energy (eV): -5.0
Max |F| (hartree/bohr): 0.05021
Molecular weight (g/mol): 776.142

Each atom is followed by the atoms it is bonded to, with distances in Å.
Geometry (Å):
1 C 0.199 -8.316 3.880  O2 1.446, H19 1.090, H20 1.097, H21 1.098
2 O 0.493 -7.384 2.814  C1 1.446, C3 1.357
3 C 0.827 -6.111 3.145  O2 1.357, C4 1.418, C18 1.418
4 C 0.881 -5.181 2.077  C3 1.418, C5 1.374, H22 1.090
5 C 1.026 -3.839 2.333  C4 1.374, C6 1.432, H23 1.087
6 C 1.068 -3.332 3.672  C5 1.432, C7 1.421, C17 1.436
7 C 0.997 -1.936 3.930  C6 1.421, C8 1.444, H24 1.090
8 C 0.922 -1.457 5.290  C7 1.444, C9 1.425, C16 1.436
9 C 1.805 -0.457 5.792  C8 1.425, C10 1.387, H25 1.089
10 C 1.892 -0.226 7.157  C9 1.387, C11 1.416, C14 1.503
11 C 1.015 -0.904 8.038  C10 1.416, O12 1.362, C15 1.406
12 O 1.237 -0.660 9.359  C11 1.362, C13 1.471
13 C 2.351 0.298 9.443  O12 1.471, C14 1.534, H26 1.095, H27 1.098
14 C 2.826 0.584 8.012  C10 1.503, C13 1.534, H28 1.094, H29 1.095
15 C 0.035 -1.793 7.564  C11 1.406, C16 1.372, H30 1.087
16 C 0.000 -2.053 6.217  C8 1.436, C15 1.372, H31 1.092
17 C 1.211 -4.314 4.710  C6 1.436, C18 1.380, H32 1.088
18 C 1.059 -5.665 4.470  C3 1.418, C17 1.380, H33 1.091
19 H -0.097 -9.228 3.360  C1 1.090
20 H 1.091 -8.502 4.492  C1 1.097
21 H -0.624 -7.958 4.512  C1 1.098
22 H 0.743 -5.575 1.070  C4 1.090
23 H 1.075 -3.141 1.500  C5 1.087
24 H 1.104 -1.234 3.103  C7 1.090
25 H 2.477 0.060 5.109  C9 1.089
26 H 1.971 1.192 9.949  C13 1.095
27 H 3.132 -0.162 10.062  C13 1.098
28 H 3.866 0.266 7.895  C14 1.094
29 H 2.773 1.656 7.795  C14 1.095
30 H -0.640 -2.250 8.285  C15 1.087
31 H -0.731 -2.774 5.844  C16 1.092
32 H 1.419 -4.005 5.732  C17 1.088
33 H 1.074 -6.380 5.294  C18 1.091
34 C 0.340 -2.153 -0.845  C35 1.515, H74 1.092, H75 1.097, H76 1.094
35 C 1.671 -2.176 -1.568  C34 1.515, C36 1.536, C37 1.527, C38 1.555
36 C 2.439 -3.431 -1.128  C35 1.536, H77 1.097, H78 1.097, H79 1.097
37 C 1.467 -2.311 -3.075  C35 1.527, H80 1.098, H81 1.098, H82 1.089
38 C 2.430 -0.868 -1.208  C35 1.555, C39 1.402, C47 1.427
39 C 3.355 -0.938 -0.156  C38 1.402, C40 1.391, H83 1.095
40 C 4.496 -0.144 -0.214  C39 1.391, C41 1.391, H84 1.093
41 C 4.559 0.830 -1.205  C40 1.391, C42 1.402, H85 1.090
42 C 3.406 1.264 -1.874  C41 1.402, C43 1.561, C47 1.426
43 C 3.516 2.680 -2.522  C42 1.561, C44 1.518, C45 1.532, C46 1.538
44 C 2.214 3.456 -2.443  C43 1.518, H86 1.097, H87 1.099, H88 1.087
45 C 4.039 2.553 -3.956  C43 1.532, H89 1.097, H90 1.094, H91 1.098
46 C 4.529 3.566 -1.777  C43 1.538, H92 1.095, H93 1.098, H94 1.096
47 C 2.281 0.386 -1.872  C38 1.427, C42 1.426, N48 1.452
48 N 1.008 0.749 -2.468  C47 1.452, C49 1.462, C66 1.390
49 C 0.822 0.936 -3.906  N48 1.462, C50 1.503, H95 1.094, H96 1.101
50 C -0.560 1.515 -4.027  C49 1.503, N51 1.472, H97 1.103, H98 1.097
51 N -1.145 1.401 -2.682  C50 1.472, C52 1.462, C66 1.391
52 C -2.579 1.644 -2.542  N51 1.462, C53 1.424, C61 1.429
53 C -3.509 0.689 -3.044  C52 1.424, C54 1.558, C58 1.397
54 C -3.228 -0.737 -3.606  C53 1.558, C55 1.540, C56 1.511, C57 1.534
55 C -4.314 -1.722 -3.135  C54 1.540, H99 1.095, H100 1.098, H101 1.097
56 C -1.936 -1.352 -3.121  C54 1.511, H102 1.087, H103 1.094, H104 1.100
57 C -3.287 -0.689 -5.139  C54 1.534, H105 1.096, H106 1.098, H107 1.097
58 C -4.864 1.024 -3.115  C53 1.397, C59 1.385, H108 1.089
59 C -5.379 2.086 -2.391  C58 1.385, C60 1.386, H109 1.088
60 C -4.483 3.015 -1.885  C59 1.386, C61 1.401, H110 1.091
61 C -3.105 2.900 -2.105  C52 1.429, C60 1.401, C62 1.554
62 C -2.336 4.247 -2.002  C61 1.554, C63 1.535, C64 1.540, C65 1.510
63 C -2.842 5.089 -0.823  C62 1.535, H111 1.098, H112 1.099, H113 1.097
64 C -2.574 5.044 -3.298  C62 1.540, H114 1.099, H115 1.098, H116 1.098
65 C -0.855 4.042 -1.788  C62 1.510, H117 1.088, H118 1.097, H119 1.096
66 C -0.175 0.981 -1.776  N48 1.390, N51 1.391, C67 1.402
67 C -0.235 0.856 -0.382  C66 1.402, C68 1.451, H120 1.086
68 C -1.411 1.184 0.402  C67 1.451, C69 1.419, C73 1.419
69 C -2.627 0.462 0.287  C68 1.419, C70 1.392, H121 1.091
70 C -3.790 0.942 0.883  C69 1.392, C71 1.400, H122 1.094
71 C -3.744 2.073 1.707  C70 1.400, C72 1.402, H123 1.090
72 C -2.520 2.710 1.951  C71 1.402, C73 1.392, H124 1.094
73 C -1.358 2.252 1.336  C68 1.419, C72 1.392, H125 1.097
74 H -0.233 -1.299 -1.212  C34 1.092
75 H -0.230 -3.076 -1.012  C34 1.097
76 H 0.477 -1.986 0.227  C34 1.094
77 H 3.443 -3.443 -1.571  C36 1.097
78 H 2.527 -3.509 -0.038  C36 1.097
79 H 1.893 -4.314 -1.483  C36 1.097
80 H 2.425 -2.226 -3.604  C37 1.098
81 H 1.030 -3.291 -3.305  C37 1.098
82 H 0.783 -1.554 -3.456  C37 1.089
83 H 3.242 -1.674 0.646  C39 1.095
84 H 5.325 -0.304 0.481  C40 1.093
85 H 5.515 1.321 -1.390  C41 1.090
86 H 1.872 3.526 -1.403  C44 1.097
87 H 2.362 4.476 -2.827  C44 1.099
88 H 1.429 3.003 -3.042  C44 1.087
89 H 5.054 2.135 -3.941  C45 1.097
90 H 3.423 1.905 -4.586  C45 1.094
91 H 4.084 3.547 -4.421  C45 1.098
92 H 5.562 3.238 -1.927  C46 1.095
93 H 4.458 4.591 -2.163  C46 1.098
94 H 4.311 3.595 -0.703  C46 1.096
95 H 1.594 1.589 -4.322  C49 1.094
96 H 0.909 -0.014 -4.454  C49 1.101
97 H -0.532 2.571 -4.342  C50 1.103
98 H -1.172 0.974 -4.759  C50 1.097
99 H -5.284 -1.534 -3.607  C55 1.095
100 H -4.008 -2.742 -3.401  C55 1.098
101 H -4.434 -1.672 -2.046  C55 1.097
102 H -1.071 -0.741 -3.367  C56 1.087
103 H -1.973 -1.506 -2.039  C56 1.094
104 H -1.782 -2.332 -3.596  C56 1.100
105 H -2.515 -0.042 -5.570  C57 1.096
106 H -3.151 -1.701 -5.542  C57 1.098
107 H -4.265 -0.314 -5.466  C57 1.097
108 H -5.546 0.410 -3.701  C58 1.089
109 H -6.452 2.205 -2.255  C59 1.088
110 H -4.891 3.883 -1.365  C60 1.091
111 H -2.860 4.495 0.100  C63 1.098
112 H -2.163 5.940 -0.672  C63 1.099
113 H -3.841 5.499 -1.018  C63 1.097
114 H -2.218 4.493 -4.180  C64 1.099
115 H -3.643 5.253 -3.436  C64 1.098
116 H -2.039 6.003 -3.259  C64 1.098
117 H -0.386 3.700 -2.709  C65 1.088
118 H -0.379 4.992 -1.513  C65 1.097
119 H -0.663 3.319 -0.987  C65 1.096
120 H 0.707 0.629 0.108  C67 1.086
121 H -2.622 -0.471 -0.279  C69 1.091
122 H -4.741 0.438 0.689  C70 1.094
123 H -4.659 2.452 2.162  C71 1.090
124 H -2.479 3.570 2.627  C72 1.094
125 H -0.386 2.721 1.535  C73 1.097

Atomic partial charges in e from the Löwdin method, atoms 1 to 5:
1 C -0.0315
2 O -0.0410
3 C -0.2122
4 C 0.0397
5 C 0.0155

***

Density functional theory data (wB97M-V/def2-TZVPD) for a cluster of 15 separate species, C54H69N15 in total.

Values from the calculation:
DFT total energy (Ha): -2920.07897
HOMO (eV): -8.0
Energy relative to the best compared isomer or geometry (same formula, charge and spin) (kJ/mol): 349.0
Orbital gap (eV): 7.91
Lowest unoccupied orbital energy (eV): -0.1
Max |F| (hartree/bohr): 0.08854
Molecular weight (g/mol): 928.251

Each atom is followed by the atoms it is bonded to, with distances in Å.
Geometry (Å):
1 C 2.444 5.499 4.392  C2 1.433, H4 1.090, H5 1.090, H6 1.090
2 C 2.798 6.426 3.359  C1 1.433, N3 1.178
3 N 3.101 7.181 2.507  C2 1.178
4 H 3.265 4.824 4.637  C1 1.090
5 H 1.554 4.950 4.084  C1 1.090
6 H 2.246 6.096 5.283  C1 1.090
7 C 1.120 9.193 -3.990  C8 1.517, H10 1.090, H11 1.090, H12 1.090
8 C 1.419 10.658 -4.246  C7 1.517, N9 1.170
9 N 1.695 11.793 -4.319  C8 1.170
10 H 2.004 8.584 -3.803  C7 1.090
11 H 0.626 8.734 -4.846  C7 1.090
12 H 0.551 9.210 -3.060  C7 1.090
13 C 0.470 -3.226 -7.303  C14 1.477, H16 1.090, H17 1.090, H18 1.090
14 C 1.212 -4.135 -8.200  C13 1.477, N15 1.158
15 N 1.781 -4.866 -8.896  C14 1.158
16 H 0.938 -2.972 -6.351  C13 1.090
17 H -0.506 -3.664 -7.095  C13 1.090
18 H 0.281 -2.279 -7.807  C13 1.090
19 N -3.865 -5.083 8.437  C20 1.378, C23 1.386, H24 1.010
20 C -2.910 -4.590 7.573  N19 1.378, C21 1.454, H25 1.080
21 C -3.511 -4.615 6.248  C20 1.454, C22 1.349, H26 1.080
22 C -4.811 -4.958 6.363  C21 1.349, C23 1.432, H27 1.080
23 C -5.062 -5.209 7.750  N19 1.386, C22 1.432, H28 1.080
24 H -3.805 -5.113 9.444  N19 1.010
25 H -1.875 -4.355 7.768  C20 1.080
26 H -3.033 -4.403 5.303  C21 1.080
27 H -5.429 -5.093 5.488  C22 1.080
28 H -5.936 -5.578 8.266  C23 1.080
29 N -8.390 -0.229 4.731  C30 1.372, C33 1.362, H34 1.010
30 C -8.564 0.782 3.821  N29 1.372, C31 1.421, H35 1.080
31 C -9.952 0.818 3.520  C30 1.421, C32 1.429, H36 1.080
32 C -10.594 -0.231 4.247  C31 1.429, C33 1.416, H37 1.080
33 C -9.505 -1.010 4.706  N29 1.362, C32 1.416, H38 1.080
34 H -7.456 -0.488 5.018  N29 1.010
35 H -7.693 1.356 3.540  C30 1.080
36 H -10.408 1.528 2.846  C31 1.080
37 H -11.642 -0.466 4.363  C32 1.080
38 H -9.539 -1.961 5.217  C33 1.080
39 N 10.074 5.189 -4.558  C40 1.380, C43 1.368, H44 1.010
40 C 8.855 4.584 -4.787  N39 1.380, C41 1.426, H45 1.080
41 C 7.855 5.388 -4.165  C40 1.426, C42 1.444, H46 1.080
42 C 8.550 6.491 -3.545  C41 1.444, C43 1.352, H47 1.080
43 C 9.865 6.308 -3.798  N39 1.368, C42 1.352, H48 1.080
44 H 10.981 4.918 -4.911  N39 1.010
45 H 8.675 3.640 -5.280  C40 1.080
46 H 6.791 5.226 -4.077  C41 1.080
47 H 8.143 7.377 -3.080  C42 1.080
48 H 10.765 6.886 -3.648  C43 1.080
49 N 2.449 4.316 -8.889  C50 1.334, C53 1.364, H54 1.010
50 C 1.352 4.206 -8.138  N49 1.334, C51 1.375, H55 1.080
51 C 1.419 3.113 -7.306  C50 1.375, C52 1.386, H56 1.080
52 C 2.659 2.545 -7.553  C51 1.386, C53 1.388, H57 1.080
53 C 3.267 3.272 -8.567  N49 1.364, C52 1.388, H58 1.080
54 H 2.585 4.953 -9.661  N49 1.010
55 H 0.549 4.906 -8.314  C50 1.080
56 H 0.696 2.756 -6.588  C51 1.080
57 H 3.120 1.695 -7.072  C52 1.080
58 H 4.207 3.129 -9.079  C53 1.080
59 N 5.059 -5.657 3.809  C60 1.371, C63 1.418, H64 1.010
60 C 4.054 -4.785 3.479  N59 1.371, C61 1.383, H65 1.080
61 C 3.553 -4.345 4.691  C60 1.383, C62 1.399, H66 1.080
62 C 4.394 -4.700 5.751  C61 1.399, C63 1.392, H67 1.080
63 C 5.327 -5.574 5.199  N59 1.418, C62 1.392, H68 1.080
64 H 5.536 -6.187 3.092  N59 1.010
65 H 3.795 -4.725 2.433  C60 1.080
66 H 2.698 -3.691 4.773  C61 1.080
67 H 4.206 -4.391 6.768  C62 1.080
68 H 6.161 -6.099 5.642  C63 1.080
69 N -0.132 -0.421 0.178  C70 1.375, C73 1.357, H74 1.010
70 C 0.808 0.326 -0.494  N69 1.375, C71 1.396, H75 1.080
71 C 0.346 1.641 -0.566  C70 1.396, C72 1.372, H76 1.080
72 C -0.847 1.634 0.114  C71 1.372, C73 1.377, H77 1.080
73 C -1.162 0.372 0.566  N69 1.357, C72 1.377, H78 1.080
74 H 0.037 -1.388 0.412  N69 1.010
75 H 1.665 -0.167 -0.929  C70 1.080
76 H 0.722 2.540 -1.031  C71 1.080
77 H -1.481 2.481 0.327  C72 1.080
78 H -1.957 -0.010 1.190  C73 1.080
79 N 6.679 -4.705 -4.084  C80 1.384, C83 1.371, H84 1.010
80 C 6.853 -4.201 -5.361  N79 1.384, C81 1.372, H85 1.080
81 C 6.744 -2.834 -5.405  C80 1.372, C82 1.422, H86 1.080
82 C 6.756 -2.527 -4.017  C81 1.422, C83 1.413, H87 1.080
83 C 6.711 -3.669 -3.187  N79 1.371, C82 1.413, H88 1.080
84 H 6.660 -5.680 -3.820  N79 1.010
85 H 6.978 -4.952 -6.127  C80 1.080
86 H 6.733 -2.181 -6.266  C81 1.080
87 H 6.778 -1.527 -3.609  C82 1.080
88 H 6.758 -3.782 -2.114  C83 1.080
89 N 7.530 -0.380 2.915  C90 1.362, C93 1.380, H94 1.010
90 C 8.875 -0.587 2.978  N89 1.362, C91 1.406, H95 1.080
91 C 9.477 0.354 2.125  C90 1.406, C92 1.369, H96 1.080
92 C 8.517 1.057 1.446  C91 1.369, C93 1.410, H97 1.080
93 C 7.291 0.592 1.964  N89 1.380, C92 1.410, H98 1.080
94 H 6.791 -0.910 3.355  N89 1.010
95 H 9.137 -1.276 3.767  C90 1.080
96 H 10.545 0.479 2.030  C91 1.080
97 H 8.670 1.746 0.629  C92 1.080
98 H 6.271 0.833 1.703  C93 1.080
99 N 1.197 -8.167 -1.144  C100 1.379, C103 1.383, H104 1.010
100 C 0.731 -7.205 -2.014  N99 1.379, C101 1.390, H105 1.080
101 C -0.488 -6.745 -1.529  C100 1.390, C102 1.400, H106 1.080
102 C -0.837 -7.426 -0.357  C101 1.400, C103 1.419, H107 1.080
103 C 0.239 -8.329 -0.160  N99 1.383, C102 1.419, H108 1.080
104 H 2.019 -8.748 -1.228  N99 1.010
105 H 1.268 -7.040 -2.937  C100 1.080
106 H -1.087 -5.942 -1.931  C101 1.080
107 H -1.706 -7.332 0.278  C102 1.080
108 H 0.443 -9.117 0.550  C103 1.080
109 N -8.602 -3.898 -0.198  C110 1.361, C113 1.339, H114 1.010
110 C -7.338 -4.345 -0.429  N109 1.361, C111 1.373, H115 1.080
111 C -7.450 -5.496 -1.167  C110 1.373, C112 1.402, H116 1.080
112 C -8.807 -5.702 -1.454  C111 1.402, C113 1.403, H117 1.080
113 C -9.509 -4.726 -0.730  N109 1.339, C112 1.403, H118 1.080
114 H -8.740 -3.260 0.573  N109 1.010
115 H -6.449 -3.958 0.048  C110 1.080
116 H -6.663 -6.169 -1.475  C111 1.080
117 H -9.323 -6.447 -2.040  C112 1.080
118 H -10.566 -4.653 -0.522  C113 1.080
119 N -7.693 4.065 -3.582  C120 1.344, C123 1.367, H124 1.010
120 C -7.394 4.386 -2.312  N119 1.344, C121 1.353, H125 1.080
121 C -7.851 5.618 -1.990  C120 1.353, C122 1.406, H126 1.080
122 C -8.548 6.125 -3.101  C121 1.406, C123 1.445, H127 1.080
123 C -8.334 5.139 -4.135  N119 1.367, C122 1.445, H128 1.080
124 H -7.475 3.229 -4.104  N119 1.010
125 H -6.814 3.713 -1.697  C120 1.080
126 H -7.719 6.076 -1.021  C121 1.080
127 H -9.112 7.045 -3.069  C122 1.080
128 H -8.673 4.993 -5.150  C123 1.080
129 N -4.028 4.698 8.391  C130 1.364, C133 1.338, H134 1.010
130 C -4.223 3.401 8.767  N129 1.364, C131 1.393, H135 1.080
131 C -3.762 2.530 7.782  C130 1.393, C132 1.377, H136 1.080
132 C -3.399 3.411 6.787  C131 1.377, C133 1.345, H137 1.080
133 C -3.636 4.695 7.111  N129 1.338, C132 1.345, H138 1.080
134 H -4.275 5.487 8.969  N129 1.010
135 H -4.550 3.084 9.746  C130 1.080
136 H -3.740 1.451 7.792  C131 1.080
137 H -3.027 3.219 5.791  C132 1.080
138 H -3.490 5.626 6.585  C133 1.080

Atomic partial charges in e from the Löwdin method, atoms 1 to 5:
1 C -0.0853
2 C -0.2925
3 N 0.1199
4 H 0.0865
5 H 0.0866